Below is C5H9NO as an isolated structure in a non-equilibrium geometry, with properties calculated with ωB97M-V/def2-TZVPD.

Output
relative energy (zero: lowest compared OMol25 entry of this formula, charge and spin) = 132.8 kcal/mol
frontier orbital gap = 9.922 eV
LUMO energy = 1.02 eV

```
16
C5H9NO, DFT ωB97M-V/def2-TZVPD
C 1.310 -1.214 0.139
C 0.718 0.194 0.041
O 1.760 1.104 0.343
C -0.109 0.602 -1.203
N -1.392 0.834 -0.331
C -1.784 -0.312 0.448
C -0.577 0.475 0.842
H 0.535 -1.987 0.110
H 1.879 -1.324 1.073
H 1.998 -1.388 -0.696
H 1.596 1.859 -0.240
H -0.248 -0.143 -2.006
H -0.808 1.692 -1.175
H -1.701 -1.278 -0.041
H -2.693 -0.144 1.029
H -0.597 1.096 1.735
```